Density functional theory data (ωB97M-V/def2-TZVPD) for a structure of composition C23H20N5O3Ru at a distorted geometry.

Positions of all 52 atoms, in Å:
Ru: 0.10 -0.95 0.04
O: 0.26 3.05 -0.02
C: -0.65 2.27 0.00
O: -0.37 0.89 0.03
C: -2.07 2.71 -0.01
C: -2.32 4.07 -0.07
C: -3.64 4.49 -0.08
C: -4.65 3.54 -0.03
C: -4.30 2.20 0.04
N: -3.03 1.77 0.04
H: -1.50 4.77 -0.11
H: -3.88 5.54 -0.13
H: -5.69 3.85 -0.03
H: -5.08 1.43 0.09
C: 3.92 1.22 0.03
C: 2.57 0.93 0.05
N: 2.10 -0.35 0.03
C: 2.98 -1.35 0.00
C: 4.36 -1.13 -0.01
C: 4.83 0.20 0.00
C: 5.21 -2.25 -0.03
C: 4.69 -3.56 -0.04
C: 3.30 -3.80 -0.02
C: 2.74 -5.09 -0.03
C: 1.35 -5.21 -0.02
C: 0.58 -4.10 -0.01
N: 1.08 -2.80 0.00
C: 2.43 -2.68 0.00
H: 4.24 2.25 0.04
H: 1.83 1.71 0.09
H: 5.89 0.41 -0.01
H: 6.29 -2.09 -0.05
H: 5.36 -4.41 -0.05
H: 3.38 -5.97 -0.04
H: 0.89 -6.19 -0.03
H: -0.50 -4.19 -0.01
N: -1.79 -1.72 0.08
C: -2.65 -2.49 0.04
N: -3.67 -3.29 -0.05
C: -3.99 -4.25 1.06
C: -5.49 -4.45 1.09
O: -5.97 -4.85 -0.19
C: -5.76 -3.86 -1.18
C: -4.29 -3.60 -1.39
H: -3.63 -3.85 2.00
H: -3.51 -5.20 0.85
H: -5.99 -3.54 1.43
H: -5.71 -5.26 1.78
H: -6.27 -2.93 -0.91
H: -6.18 -4.24 -2.11
H: -4.13 -2.78 -2.07
H: -3.82 -4.50 -1.79

Output
2S+1: 6
Charge: +2
ΔE to the lowest compared entry with this formula, charge and spin, kcal per mole: 46.2
Gap between HOMO and LUMO (alpha / beta), Ha: 0.24881 / 0.20277

Density functional theory data (ωB97M-V/def2-TZVPD) for a structure of composition CH8N2O2 at a distorted geometry.

Positions of all 13 atoms, in Å:
C: 2.09 0.60 0.29
N: 0.75 0.16 -0.10
O: 0.33 -0.99 0.58
H: -0.76 -1.31 0.04
H: 0.41 0.53 -0.99
H: 2.31 1.56 -0.17
H: 2.80 -0.15 -0.08
H: 2.18 0.63 1.38
N: -2.19 -0.68 -0.30
O: -1.87 0.68 -0.06
H: -0.50 0.67 0.21
H: -2.69 -0.73 -1.19
H: -2.87 -0.97 0.41

Output
Charge: 0
ΔE to the lowest compared entry with this formula, charge and spin, kcal per mole: 142.1
Gap between HOMO and LUMO, Ha: 0.34399

Density functional theory data (ωB97M-V/def2-TZVPD) for a cluster of 4 separate species, C8H18IN8O4 in total at a distorted geometry.

Positions of all 39 atoms, in Å:
O: -2.87 0.62 -5.32
C: -1.81 1.17 -5.25
I: -1.51 3.03 -6.29
C: -0.69 0.48 -4.42
C: -0.65 0.92 -2.97
N: 0.44 1.37 -2.37
C: 0.07 1.64 -1.03
C: -1.24 1.34 -0.91
N: -1.71 0.89 -2.17
H: -0.88 -0.61 -4.46
H: 0.28 0.70 -4.91
H: 1.36 1.49 -2.78
H: 0.74 2.02 -0.25
H: -1.89 1.39 -0.04
H: -2.63 0.56 -2.43
C: 0.46 -0.56 1.86
O: 0.23 0.64 2.00
N: 1.51 -1.03 1.14
N: -0.31 -1.51 2.44
H: 1.72 -2.00 1.02
H: 2.11 -0.35 0.70
H: -1.09 -1.20 2.99
H: -0.15 -2.50 2.35
C: 4.76 -1.46 -0.10
O: 3.80 -1.94 0.49
N: 4.63 -0.67 -1.20
N: 6.04 -1.68 0.30
H: 5.40 -0.27 -1.70
H: 3.70 -0.50 -1.53
H: 6.18 -2.25 1.11
H: 6.84 -1.30 -0.17
C: -3.74 0.09 4.59
O: -2.88 -0.15 5.42
N: -5.07 -0.05 4.85
N: -3.44 0.52 3.33
H: -5.79 0.14 4.19
H: -5.33 -0.37 5.77
H: -2.46 0.64 3.11
H: -4.12 0.73 2.63

Output
Charge: +1
Gap between HOMO and LUMO, Ha: 0.30800

Density functional theory data (ωB97M-V/def2-TZVPD) for a structure of composition C28H38BF6Ge2NO6S2V at a distorted geometry.

Positions of all 85 atoms, in Å:
V: -1.10 0.93 -0.85
C: 1.34 -1.24 2.52
C: 0.97 0.23 2.68
Ge: -0.81 0.69 1.77
C: -1.68 2.21 2.83
C: -3.20 2.13 2.80
C: -1.92 -0.87 2.26
C: -2.49 -1.73 1.41
Ge: -2.15 -1.34 -0.58
C: -3.86 -0.75 -1.55
C: -5.04 -1.71 -1.64
C: -1.02 -2.75 -1.55
C: -1.53 -4.18 -1.60
C: -3.31 -2.87 1.82
C: -3.56 -3.18 3.16
C: -4.37 -4.24 3.49
C: -4.94 -5.03 2.50
C: -4.69 -4.75 1.16
C: -3.88 -3.68 0.84
H: 2.30 -1.42 2.99
H: 1.40 -1.51 1.47
H: 0.59 -1.87 3.00
H: 1.76 0.87 2.30
H: 0.83 0.46 3.74
H: -1.33 3.17 2.46
H: -1.33 2.09 3.86
H: -3.58 2.29 1.79
H: -3.62 2.89 3.45
H: -3.54 1.16 3.14
H: -2.05 -0.98 3.33
H: -3.54 -0.47 -2.55
H: -4.20 0.15 -1.03
H: -4.78 -2.61 -2.19
H: -5.86 -1.22 -2.17
H: -5.40 -1.99 -0.65
H: -0.04 -2.71 -1.08
H: -0.91 -2.36 -2.57
H: -1.66 -4.59 -0.60
H: -0.80 -4.80 -2.13
H: -2.47 -4.25 -2.13
H: -3.13 -2.58 3.95
H: -4.56 -4.47 4.53
H: -5.58 -5.86 2.77
H: -5.12 -5.36 0.39
H: -3.66 -3.44 -0.20
F: -0.43 3.08 -4.43
C: -0.04 1.97 -3.83
F: 0.75 1.28 -4.63
F: 0.67 2.29 -2.73
S: -1.45 0.91 -3.25
O: -0.73 0.04 -2.32
O: -2.03 0.25 -4.35
N: -2.44 1.85 -2.53
S: -2.13 2.96 -1.46
O: -1.22 3.95 -1.88
O: -1.88 2.37 -0.15
C: -3.85 3.61 -1.24
F: -4.41 4.01 -2.36
F: -4.55 2.59 -0.74
F: -3.86 4.60 -0.35
C: 6.69 2.76 0.94
C: 6.62 1.98 -0.38
C: 7.82 1.04 -0.45
C: 6.71 2.96 -1.57
C: 5.29 1.25 -0.47
C: 5.20 -0.11 -0.78
C: 3.99 -0.79 -0.86
C: 2.85 -0.06 -0.63
O: 1.53 -0.45 -0.62
B: 0.81 0.67 -0.32
O: 1.63 1.76 -0.12
C: 2.91 1.31 -0.32
C: 4.11 1.98 -0.25
H: 7.65 3.25 1.03
H: 6.57 2.09 1.78
H: 5.92 3.53 0.99
H: 8.73 1.62 -0.31
H: 7.89 0.54 -1.41
H: 7.79 0.29 0.34
H: 7.66 3.48 -1.54
H: 5.91 3.70 -1.53
H: 6.64 2.43 -2.51
H: 6.10 -0.67 -0.95
H: 3.96 -1.84 -1.08
H: 4.13 3.03 -0.02

Output
2S+1: 3
Charge: +1
ΔE to the lowest compared entry with this formula, charge and spin, kcal per mole: 114.7
Gap between HOMO and LUMO (alpha / beta), Ha: 0.25331 / 0.20658

Density functional theory data (ωB97M-V/def2-TZVPD) for a cluster of 4 separate species, C2H13NO4 in total at a distorted geometry.

Positions of all 20 atoms, in Å:
N: 2.95 -0.12 -1.34
C: 1.40 -0.03 -1.04
C: 1.04 -0.65 0.38
O: 1.60 -1.98 0.47
H: 3.36 0.80 -1.22
H: 3.18 -0.49 -2.23
H: 0.91 -0.49 -1.94
H: 1.12 1.14 -1.05
H: -0.06 -0.74 0.42
H: 1.61 -0.10 1.14
H: 2.35 -1.96 -0.08
O: -3.63 -0.29 -0.95
H: -3.39 -1.09 -1.41
H: -3.12 -0.46 -0.17
O: -1.93 -0.69 2.19
H: -2.78 -0.46 2.71
H: -1.68 0.26 2.17
O: -0.90 2.45 1.00
H: -0.32 2.10 0.29
H: -1.68 2.82 0.64

Output
SMILES: NCCO.O.O.O
Charge: 0
ΔE to the lowest compared entry with this formula, charge and spin, kcal per mole: 41.9
Gap between HOMO and LUMO, Ha: 0.37299

Repeat the fifth record exactly.
Density functional theory data (ωB97M-V/def2-TZVPD) for a cluster of 4 separate species, C2H13NO4 in total at a distorted geometry.

Positions of all 20 atoms, in Å:
N: 2.95 -0.12 -1.34
C: 1.40 -0.03 -1.04
C: 1.04 -0.65 0.38
O: 1.60 -1.98 0.47
H: 3.36 0.80 -1.22
H: 3.18 -0.49 -2.23
H: 0.91 -0.49 -1.94
H: 1.12 1.14 -1.05
H: -0.06 -0.74 0.42
H: 1.61 -0.10 1.14
H: 2.35 -1.96 -0.08
O: -3.63 -0.29 -0.95
H: -3.39 -1.09 -1.41
H: -3.12 -0.46 -0.17
O: -1.93 -0.69 2.19
H: -2.78 -0.46 2.71
H: -1.68 0.26 2.17
O: -0.90 2.45 1.00
H: -0.32 2.10 0.29
H: -1.68 2.82 0.64

Output
SMILES: NCCO.O.O.O
Charge: 0
ΔE to the lowest compared entry with this formula, charge and spin, kcal per mole: 41.9
Gap between HOMO and LUMO, Ha: 0.37299

Please write out number 4 again, unchanged.
Density functional theory data (ωB97M-V/def2-TZVPD) for a structure of composition C28H38BF6Ge2NO6S2V at a distorted geometry.

Positions of all 85 atoms, in Å:
V: -1.10 0.93 -0.85
C: 1.34 -1.24 2.52
C: 0.97 0.23 2.68
Ge: -0.81 0.69 1.77
C: -1.68 2.21 2.83
C: -3.20 2.13 2.80
C: -1.92 -0.87 2.26
C: -2.49 -1.73 1.41
Ge: -2.15 -1.34 -0.58
C: -3.86 -0.75 -1.55
C: -5.04 -1.71 -1.64
C: -1.02 -2.75 -1.55
C: -1.53 -4.18 -1.60
C: -3.31 -2.87 1.82
C: -3.56 -3.18 3.16
C: -4.37 -4.24 3.49
C: -4.94 -5.03 2.50
C: -4.69 -4.75 1.16
C: -3.88 -3.68 0.84
H: 2.30 -1.42 2.99
H: 1.40 -1.51 1.47
H: 0.59 -1.87 3.00
H: 1.76 0.87 2.30
H: 0.83 0.46 3.74
H: -1.33 3.17 2.46
H: -1.33 2.09 3.86
H: -3.58 2.29 1.79
H: -3.62 2.89 3.45
H: -3.54 1.16 3.14
H: -2.05 -0.98 3.33
H: -3.54 -0.47 -2.55
H: -4.20 0.15 -1.03
H: -4.78 -2.61 -2.19
H: -5.86 -1.22 -2.17
H: -5.40 -1.99 -0.65
H: -0.04 -2.71 -1.08
H: -0.91 -2.36 -2.57
H: -1.66 -4.59 -0.60
H: -0.80 -4.80 -2.13
H: -2.47 -4.25 -2.13
H: -3.13 -2.58 3.95
H: -4.56 -4.47 4.53
H: -5.58 -5.86 2.77
H: -5.12 -5.36 0.39
H: -3.66 -3.44 -0.20
F: -0.43 3.08 -4.43
C: -0.04 1.97 -3.83
F: 0.75 1.28 -4.63
F: 0.67 2.29 -2.73
S: -1.45 0.91 -3.25
O: -0.73 0.04 -2.32
O: -2.03 0.25 -4.35
N: -2.44 1.85 -2.53
S: -2.13 2.96 -1.46
O: -1.22 3.95 -1.88
O: -1.88 2.37 -0.15
C: -3.85 3.61 -1.24
F: -4.41 4.01 -2.36
F: -4.55 2.59 -0.74
F: -3.86 4.60 -0.35
C: 6.69 2.76 0.94
C: 6.62 1.98 -0.38
C: 7.82 1.04 -0.45
C: 6.71 2.96 -1.57
C: 5.29 1.25 -0.47
C: 5.20 -0.11 -0.78
C: 3.99 -0.79 -0.86
C: 2.85 -0.06 -0.63
O: 1.53 -0.45 -0.62
B: 0.81 0.67 -0.32
O: 1.63 1.76 -0.12
C: 2.91 1.31 -0.32
C: 4.11 1.98 -0.25
H: 7.65 3.25 1.03
H: 6.57 2.09 1.78
H: 5.92 3.53 0.99
H: 8.73 1.62 -0.31
H: 7.89 0.54 -1.41
H: 7.79 0.29 0.34
H: 7.66 3.48 -1.54
H: 5.91 3.70 -1.53
H: 6.64 2.43 -2.51
H: 6.10 -0.67 -0.95
H: 3.96 -1.84 -1.08
H: 4.13 3.03 -0.02

Output
2S+1: 3
Charge: +1
ΔE to the lowest compared entry with this formula, charge and spin, kcal per mole: 114.7
Gap between HOMO and LUMO (alpha / beta), Ha: 0.25331 / 0.20658